17
Properties=species:S:1:pos:R:3 method="wB97M-V/def2-TZVPD" fmax_ev_per_a=5.046 homo_ev="-8.1 / -8.8" gap_ev="7.401 / 8.968" spin_multiplicity=1 total_energy_ha=-766.0561 relative_energy_kj_mol=479.5 e_lumo_ev="-0.6689 / 0.1217"
C 0.3844 0.9142 -1.5161
C -1.9026 -0.3702 0.5694
C -0.0006 -0.4882 -1.2089
N 1.7786 1.2369 -1.0933
O 0.4595 0.4847 1.6978
O -0.1203 -1.9238 1.8515
F -0.2607 -1.3557 -2.2006
P -0.6739 -0.4580 1.8889
H -0.2213 1.6574 -1.2390
H 0.3700 0.8855 -2.6143
H -2.5064 0.5162 0.3024
H -2.4729 -1.2825 0.5935
H 0.2193 -0.9776 -0.1885
H 1.8091 1.6384 -0.1881
H 0.7410 -2.0133 2.2365
H 2.3440 0.4613 -1.3523
H -1.2720 -0.2349 3.2059

***

77
Properties=species:S:1:pos:R:3 method="wB97M-V/def2-TZVPD" total_charge=+1 fmax_ev_per_a=1.030 homo_ev="-8.9 / -10.8" gap_ev="5.735 / 7.641" spin_multiplicity=2 total_energy_ha=-7356.0582 e_lumo_ev="-3.1257 / -3.1155"
Al 0.4696 -0.0084 1.8333
N 2.4492 -0.3656 2.3137
C 3.3310 0.7393 2.7557
C 3.4978 1.7898 1.6671
C 2.2193 2.5929 1.4765
N 1.1493 1.7489 0.9065
H 2.2522 -0.9649 3.1155
H 2.9428 -0.9647 1.6560
H 4.3004 0.3452 3.0656
H 2.8542 1.2006 3.6209
H 3.7887 1.3166 0.7222
H 4.2999 2.4679 1.9585
H 2.4029 3.4613 0.8403
H 1.8754 2.9500 2.4477
H 1.2991 1.6432 -0.0937
H 0.2687 2.2586 0.9875
Cl -5.5511 -3.2472 0.1109
C -4.1024 -2.3131 0.2234
C -4.0097 -1.1330 -0.5145
C -2.8345 -0.4057 -0.4045
Cl -2.6297 1.0667 -1.2952
C -1.7629 -0.8047 0.3759
O -0.6004 -0.0736 0.3095
C -1.8646 -2.0106 1.1285
C -0.8040 -2.4581 1.9200
O 0.2906 -1.7427 2.1304
C -3.0757 -2.7436 1.0260
H -4.8129 -0.8097 -1.1590
H -0.8583 -3.4202 2.4197
H -3.1789 -3.6543 1.6007
C -1.2224 0.2577 6.8086
Si 0.2175 0.0138 5.6305
C 1.7634 0.8307 6.3481
C 0.4933 -1.8300 5.3375
Se -0.3470 1.1761 3.6887
H -0.9539 -0.1359 7.7918
H -2.1176 -0.2601 6.4632
H -1.4679 1.3145 6.9180
H 1.8282 0.5930 7.4129
H 1.7045 1.9160 6.2544
H 2.6936 0.4993 5.8834
H 0.5655 -2.3401 6.3007
H 1.4003 -2.0595 4.7756
H -0.3508 -2.2539 4.7932
C 1.1974 -1.7132 -1.0746
Ge 0.0380 -0.3044 -1.8439
C 1.1305 1.2834 -2.2851
C 2.3431 0.9543 -2.8888
C 3.1641 1.9491 -3.3986
C 2.7844 3.2799 -3.2942
C 1.5889 3.6153 -2.6723
C 0.7568 2.6210 -2.1788
C -1.0476 -1.1168 -3.2679
C -1.0889 -2.4896 -3.2494
C -1.7598 -3.2029 -4.2572
C -2.4006 -2.5290 -5.2570
C -2.3843 -1.1157 -5.3093
C -3.0554 -0.4118 -6.3364
C -3.0451 0.9524 -6.3768
C -2.3262 1.6772 -5.4075
C -1.6559 1.0253 -4.4111
C -1.6847 -0.3846 -4.3103
H 1.7534 -2.2328 -1.8545
H 0.5880 -2.4372 -0.5340
H 1.8942 -1.2560 -0.3729
H 2.6413 -0.0854 -2.9759
H 4.0942 1.6816 -3.8819
H 3.4160 4.0542 -3.7083
H 1.2984 4.6540 -2.5840
H -0.1896 2.8926 -1.7224
H -0.6061 -3.0447 -2.4541
H -1.7690 -4.2839 -4.2249
H -2.9345 -3.0718 -6.0272
H -3.5823 -0.9783 -7.0944
H -3.5781 1.4828 -7.1542
H -2.3027 2.7580 -5.4577
H -1.0911 1.5948 -3.6863

***

46
Properties=species:S:1:pos:R:3 method="wB97M-V/def2-TZVPD" total_charge=-1 fmax_ev_per_a=3.565 homo_ev=-4.9 gap_ev=5.917 spin_multiplicity=1 total_energy_ha=-1607.9780 relative_energy_kj_mol=0.0 e_lumo_ev=1.0400
C -0.8954 1.6554 2.7865
C -1.8513 1.7229 1.5988
C -3.1565 2.4565 1.9158
O -1.2711 2.4360 0.4837
C -0.2799 1.8134 -0.2381
O 0.5775 2.4874 -0.7789
C -0.3386 0.3556 -0.3658
C 0.9500 -0.3324 -0.5943
C 1.8277 -0.4332 0.6502
C 1.7185 -1.5552 1.4730
C 2.5085 -1.6580 2.6156
C 3.4011 -0.6294 2.9452
C 4.2133 -0.7360 4.1295
N 4.8710 -0.8269 5.0937
C 3.5017 0.4978 2.1193
C 2.7193 0.5924 0.9678
C -1.3226 -0.3357 0.4563
O -1.3666 -1.5558 0.5181
O -2.2212 0.3997 1.1934
H 0.0449 1.1565 2.5169
H -0.6791 2.6710 3.1368
H -1.3821 1.0889 3.5900
H -3.7518 2.5114 0.9998
H -3.7171 1.9115 2.6785
H -2.9375 3.4686 2.2658
H 0.7117 -1.3476 -0.9396
H 1.4806 0.2490 -1.3596
H 0.9883 -2.3267 1.2192
H 2.4280 -2.5366 3.2595
H 4.1908 1.3025 2.3823
H 2.7713 1.4702 0.3173
O -3.2243 0.0965 -1.1693
N -3.0949 -1.0349 -1.6943
C -1.9239 -1.2777 -2.4558
C -0.9788 -0.2430 -2.6272
C -0.0773 -0.5459 -3.6325
N 1.0331 0.1840 -4.0588
O 1.4051 1.3166 -3.8420
O 1.8196 -0.7020 -4.8533
N 1.2069 -1.9591 -4.9486
C 0.0689 -1.8608 -4.1952
N -0.7340 -2.8718 -3.8659
C -1.7224 -2.5703 -3.0285
O -3.9526 -1.9343 -1.5689
H -1.1448 0.7991 -2.3474
H -2.4144 -3.3697 -2.7489